{
  "formula": "C29H22Cl2N4O2Re",
  "method": "ωB97M-V with the def2-TZVPD basis set",
  "multiplicity": 2,
  "charge": 2,
  "relative_energy_kcal_mol": 553.5,
  "mol_weight_g_mol": 715.63,
  "gap_ev": [5.61, 6.01],
  "fmax_ev_per_a": 6.3,
  "symbols": ["Re", "C", "O", "C", "N", "C", "C", "C", "C", "C", "C", "C", "C", "C", "C", "C", "C", "N", "C", "N", "C", "C", "O", "C", "C", "C", "C", "C", "C", "H", "H", "H", "H", "H", "H", "H", "H", "H", "H", "H", "H", "H", "H", "H", "H", "H", "H", "H", "Cl", "C", "C", "C", "C", "C", "Cl", "C", "N", "H", "H", "H"],
  "positions_angstrom": [[0.54824, 0.80112, -0.92320], [4.82869, 1.87204, -0.35292], [3.96470, 3.04435, -0.14339], [2.74683, 2.65340, -0.32440], [2.53751, 1.40267, -0.63748], [3.84725, 0.70836, -0.65049], [3.97535, -0.42094, 0.34955], [2.98008, -0.76962, 1.24861], [3.18387, -1.81281, 2.14489], [4.38982, -2.49265, 2.16309], [5.39270, -2.14126, 1.26807], [5.18265, -1.11731, 0.36134], [1.58008, 3.56347, -0.34105], [1.46480, 4.91164, -0.56656], [0.20096, 5.38601, -0.97590], [-0.84126, 4.52322, -1.28367], [-0.63665, 3.17137, -1.01204], [0.50154, 2.78269, -0.44762], [-1.24535, 1.91005, -1.53126], [-1.79320, 0.92085, -0.77212], [-4.08342, 0.97211, -0.86666], [-3.76918, 2.00282, -2.02335], [-2.30075, 2.18525, -2.50200], [-3.06699, 0.10265, 1.24413], [-1.24485, -2.00490, 0.80451], [-2.32870, -3.03472, 1.08610], [-3.42009, -2.65651, 2.09465], [-3.84233, -1.54280, 2.73268], [-3.45754, -0.14102, 2.48066], [5.39493, 1.71789, 0.56078], [5.50244, 2.11076, -1.17090], [3.98939, 0.30922, -1.65542], [2.04562, -0.22289, 1.28526], [2.40055, -2.08262, 2.84118], [4.55352, -3.28971, 2.87541], [6.33702, -2.66823, 1.27546], [5.96405, -0.86168, -0.34688], [2.31831, 5.57142, -0.50151], [0.07461, 6.44825, -1.13882], [-1.74834, 4.86598, -1.75873], [-5.12707, 0.89925, -0.59792], [-4.12188, 2.98311, -1.71025], [-4.26170, 1.69296, -2.93887], [-1.05841, -1.21595, 1.52009], [-1.84010, -3.91560, 1.52374], [-3.93707, -3.55294, 2.42637], [-4.53660, -1.69302, 3.55271], [-3.62203, 0.63948, 3.21431], [0.74246, -3.62762, -2.15253], [-0.61698, -3.22525, -1.18618], [-1.71431, -3.98817, -1.13254], [-2.88446, -3.53839, -0.27746], [-3.44800, -2.39835, -1.14875], [-3.00680, -1.24750, -0.73844], [-2.89470, 0.21786, -0.26283], [-0.49599, -2.02582, -0.34604], [0.24397, -0.95376, -0.74570], [-1.80544, -4.87567, -1.74449], [-3.64471, -4.30478, -0.14560], [-4.09704, -2.54778, -1.99965]]
}

---

{
  "formula": "C29H22F10N8OS2Zr",
  "method": "ωB97M-V with the def2-TZVPD basis set",
  "multiplicity": 2,
  "charge": -1,
  "relative_energy_kcal_mol": 86.7,
  "mol_weight_g_mol": 843.89,
  "gap_ev": [3.63, 6.40],
  "fmax_ev_per_a": 5.0,
  "symbols": ["Zr", "N", "C", "S", "N", "N", "C", "C", "C", "C", "C", "C", "N", "H", "H", "H", "H", "H", "H", "H", "C", "N", "C", "C", "N", "C", "C", "F", "C", "F", "C", "F", "C", "F", "C", "F", "C", "C", "N", "C", "C", "F", "C", "F", "C", "F", "C", "F", "C", "F", "H", "H", "H", "H", "H", "H", "H", "H", "H", "H", "H", "O", "N", "C", "C", "C", "C", "C", "S", "H", "H", "H", "H"],
  "positions_angstrom": [[0.10226, 0.05820, 0.06930], [0.17554, -4.42540, 2.86359], [0.66871, -3.22925, 2.54300], [2.28236, -2.76198, 2.93236], [-0.01829, -2.46492, 1.73187], [0.56596, -1.22343, 1.70430], [1.79036, -0.98219, 2.43881], [2.60046, -0.04152, 1.63443], [4.01637, -0.14331, 1.53698], [4.63076, 0.78856, 0.67052], [3.98841, 1.96335, 0.34408], [2.63037, 2.08687, 0.65844], [1.94598, 1.07224, 1.18704], [0.57797, -4.96404, 3.59776], [-0.84432, -4.56766, 2.71362], [1.59008, -0.49284, 3.42823], [4.55427, -1.00709, 2.00928], [5.61956, 0.58880, 0.30966], [4.52910, 2.66744, -0.23148], [2.08656, 2.99195, 0.41589], [1.24401, 2.76289, -2.12626], [0.38453, 1.52888, -2.11507], [0.90642, 0.56709, -3.18836], [2.05627, -0.16836, -2.50029], [1.60159, -0.79585, -1.26171], [1.97053, -2.09273, -0.95272], [0.94814, -3.06019, -0.84175], [-0.31892, -2.49085, -0.99122], [1.14761, -4.41807, -0.77681], [0.14854, -5.34548, -1.02437], [2.41675, -4.84429, -0.38508], [2.63569, -6.13624, -0.12195], [3.54872, -3.94887, -0.52012], [4.79131, -4.43483, -0.23331], [3.29065, -2.61014, -0.83561], [4.29105, -1.71682, -1.06865], [-0.99351, 1.99004, -2.37658], [-1.99970, 0.87780, -2.30637], [-1.79846, 0.11749, -1.06041], [-2.94124, -0.42450, -0.53813], [-4.09571, -0.92064, -1.19907], [-4.06413, -0.95857, -2.56467], [-5.17628, -1.43085, -0.55569], [-6.25019, -1.91345, -1.18748], [-5.13002, -1.58320, 0.85611], [-6.20613, -2.12265, 1.39637], [-3.95742, -1.33771, 1.54117], [-3.84905, -1.65759, 2.88452], [-2.96637, -0.67710, 0.84786], [-1.83181, -0.15246, 1.46011], [1.09250, 3.14774, -3.15977], [2.31105, 2.40382, -2.01168], [0.99803, 3.46755, -1.30083], [1.09218, 1.14825, -4.05966], [0.07837, -0.05212, -3.55314], [2.97152, 0.48508, -2.33955], [2.35562, -1.00500, -3.19200], [-1.12579, 2.40976, -3.41286], [-1.31480, 2.81920, -1.71936], [-1.97605, 0.16958, -3.18892], [-3.02982, 1.27692, -2.34331], [-0.45031, 1.90494, 0.87467], [-1.37966, 2.78805, 1.27639], [-2.38483, 2.51688, 2.21390], [-3.41428, 3.40834, 2.36555], [-3.33950, 4.66898, 1.77850], [-2.12342, 5.02193, 1.17730], [-1.14693, 4.06263, 0.87854], [0.33479, 4.69829, 0.36971], [-2.31345, 1.60434, 2.79289], [-4.32618, 3.14290, 2.86081], [-4.18829, 5.33717, 1.86489], [-2.01607, 6.05823, 1.01582]]
}

---

{
  "formula": "C29H22N3OOs",
  "method": "ωB97M-V with the def2-TZVPD basis set",
  "charge": 1,
  "mol_weight_g_mol": 618.74,
  "gap_ev": 6.40,
  "fmax_ev_per_a": 1.6,
  "symbols": ["Os", "C", "C", "N", "N", "C", "O", "C", "C", "C", "C", "C", "C", "C", "C", "C", "C", "C", "N", "H", "H", "H", "H", "H", "H", "H", "H", "H", "H", "H", "H", "C", "C", "C", "C", "C", "C", "C", "C", "C", "C", "C", "C", "C", "C", "C", "H", "H", "H", "H", "H", "H", "H", "H", "H", "H"],
  "positions_angstrom": [[1.22891, -1.74451, -2.00570], [-2.50420, 0.04839, -2.67098], [-1.31703, -0.84732, -2.68953], [-0.10819, -0.43737, -2.50744], [0.21191, 0.90237, -2.31823], [1.49248, 0.99172, -2.05821], [2.31849, -0.03649, -2.03496], [2.06349, 2.31271, -1.73372], [3.44751, 2.45782, -1.67789], [3.99940, 3.67389, -1.30592], [3.17132, 4.73825, -0.97549], [1.79000, 4.59442, -1.02865], [1.23353, 3.38618, -1.41213], [-1.40750, -2.31394, -2.89936], [-2.55546, -2.93978, -3.32887], [-2.52474, -4.30212, -3.60327], [-1.33993, -4.99098, -3.43926], [-0.22703, -4.31057, -2.97156], [-0.25534, -3.00355, -2.69431], [-2.19284, 1.05843, -2.42719], [-3.21143, -0.30659, -1.91765], [-3.01734, 0.05918, -3.63493], [4.07901, 1.61655, -1.92694], [5.07460, 3.79028, -1.26960], [3.60293, 5.68314, -0.67090], [1.14850, 5.42529, -0.76576], [0.16045, 3.25807, -1.45492], [-3.46017, -2.36360, -3.46376], [-3.41645, -4.81297, -3.94080], [-1.26928, -6.04750, -3.65421], [0.71305, -4.81077, -2.78988], [0.86435, -1.87201, -0.19086], [0.38439, -1.33686, 0.85311], [0.03387, -0.69063, 1.96434], [-1.37699, -0.26530, 2.09093], [-1.71736, 0.91434, 2.75242], [-3.04374, 1.30632, 2.84182], [-4.04077, 0.52804, 2.27001], [-3.70896, -0.63957, 1.59232], [-2.38414, -1.02809, 1.49438], [1.05401, -0.33465, 2.96903], [0.71576, -0.19193, 4.31613], [1.67722, 0.17906, 5.24116], [2.98294, 0.41132, 4.83011], [3.33257, 0.25200, 3.49529], [2.37663, -0.13212, 2.57089], [-0.93883, 1.54494, 3.16121], [-3.29875, 2.22312, 3.35640], [-5.07598, 0.83390, 2.34640], [-4.48592, -1.25247, 1.15327], [-2.11723, -1.94513, 0.98286], [-0.29304, -0.40798, 4.64312], [1.40908, 0.28183, 6.28418], [3.73135, 0.70743, 5.55337], [4.34913, 0.43453, 3.17318], [2.64176, -0.24872, 1.52694]]
}

---

{
  "formula": "C29H23AlF12NO2Te",
  "method": "ωB97M-V with the def2-TZVPD basis set",
  "charge": -1,
  "relative_energy_kcal_mol": 1.3,
  "mol_weight_g_mol": 800.07,
  "gap_ev": 7.29,
  "fmax_ev_per_a": 3.3,
  "symbols": ["Al", "C", "C", "C", "C", "C", "N", "C", "C", "C", "C", "C", "C", "C", "C", "O", "C", "F", "F", "F", "C", "F", "F", "F", "C", "C", "C", "O", "C", "F", "F", "F", "C", "F", "F", "F", "H", "H", "H", "H", "H", "H", "H", "H", "H", "H", "H", "H", "C", "C", "C", "C", "C", "C", "Te", "C", "C", "C", "H", "H", "H", "H", "H", "H", "H", "H", "H", "H", "H"],
  "positions_angstrom": [[15.46598, -9.05368, -3.44918], [20.61387, -12.96627, -2.18494], [19.45661, -11.98195, -2.03004], [19.55341, -10.81231, -1.36921], [18.54489, -9.92194, -1.23385], [17.25207, -10.26190, -1.71341], [16.14481, -9.39104, -1.74592], [15.54498, -8.88214, -0.58814], [16.02339, -9.27276, 0.65664], [15.41721, -8.81770, 1.83578], [14.28538, -8.03819, 1.79731], [13.46081, -7.76304, 3.05689], [13.83385, -7.61177, 0.56944], [14.39771, -8.05776, -0.60028], [13.85500, -7.41358, -1.89535], [14.32358, -7.84677, -3.09752], [14.22406, -5.83030, -1.84485], [15.45615, -5.55958, -1.53403], [13.96015, -5.31007, -3.10404], [13.46581, -5.11897, -0.97951], [12.30654, -7.58249, -2.05802], [11.59243, -7.29871, -0.94343], [12.09250, -8.88178, -2.32586], [11.77743, -6.87234, -2.99503], [17.10098, -11.42524, -2.45601], [18.17946, -12.31637, -2.57887], [15.65575, -11.68873, -3.00824], [15.08286, -10.77437, -3.81670], [14.69618, -12.00670, -1.74795], [13.84789, -12.99707, -2.05414], [13.98058, -10.93390, -1.36682], [15.38990, -12.40080, -0.61213], [15.67193, -12.98551, -3.85075], [16.09888, -14.07744, -3.11676], [16.55625, -12.88344, -4.85702], [14.51534, -13.28090, -4.39596], [20.53193, -13.75421, -1.40045], [21.57733, -12.43761, -1.99852], [20.60521, -13.47146, -3.13397], [20.47949, -10.42897, -0.94955], [18.66853, -9.00198, -0.62529], [16.91814, -9.95984, 0.67639], [15.90929, -9.08068, 2.77093], [13.56177, -8.58859, 3.75807], [12.39875, -7.61903, 2.86677], [13.83991, -6.83519, 3.57356], [12.93205, -7.00934, 0.55887], [18.15884, -13.19401, -3.21260], [18.77514, -13.01438, -9.06309], [18.26527, -12.04395, -8.03515], [16.99561, -11.49608, -8.07374], [16.57107, -10.48444, -7.24237], [15.15118, -9.94898, -7.42430], [17.43072, -9.95716, -6.27961], [16.91895, -8.06687, -5.36544], [18.68878, -10.54467, -6.19420], [19.61669, -10.06774, -5.11986], [19.11254, -11.62026, -6.97842], [18.16684, -12.97223, -9.95680], [18.57229, -14.02111, -8.64456], [19.82966, -12.94576, -9.28561], [16.20434, -11.77556, -8.80369], [14.49985, -10.60805, -8.04229], [15.14897, -8.95891, -7.94787], [14.64707, -9.90166, -6.48857], [19.27058, -9.98638, -4.13294], [20.00214, -9.07709, -5.38426], [20.46387, -10.76781, -4.95332], [20.11683, -12.01695, -6.88898]]
}